Record 1
{
  "formula": "CH10NO3",
  "method": "ωB97M-V with the def2-TZVPD basis set",
  "elements": ["C", "N", "H", "H", "H", "H", "H", "H", "O", "H", "H", "O", "H", "H", "O"],
  "xyz": [[0.208, 1.935, -1.279], [-0.198, 1.037, -0.468], [-0.056, 2.052, -2.330], [0.630, 2.885, -0.921], [0.076, 0.997, 0.500], [-0.743, 0.245, -0.903], [2.695, 0.182, -0.332], [1.900, -0.819, 0.569], [1.897, 0.103, 0.234], [0.215, -1.094, 2.860], [0.160, -2.586, 2.265], [0.027, -1.638, 2.066], [-2.871, -0.871, -0.323], [-1.876, -1.673, -1.095], [-2.064, -0.757, -0.842]],
  "multiplicity": 2,
  "s2": 0.7573,
  "charge": 2,
  "gap_ev": [11.49, 3.97],
  "lumo_ev": [-8.64, -15.92],
  "homo_ev": [-20.1321, -19.8975]
}


Record 2
{
  "formula": "C7H29O8",
  "method": "ωB97M-V with the def2-TZVPD basis set",
  "elements": ["O", "H", "C", "O", "H", "H", "H", "H", "C", "O", "H", "H", "H", "H", "C", "O", "H", "H", "H", "H", "C", "O", "H", "H", "H", "H", "C", "O", "H", "H", "H", "H", "C", "O", "H", "H", "H", "H", "C", "O", "H", "H", "H", "H"],
  "xyz": [[-39.835, 18.375, 28.931], [-39.909, 19.235, 29.204], [-36.815, 19.447, 27.478], [-38.129, 19.955, 27.664], [-36.404, 20.018, 26.606], [-36.978, 18.356, 27.396], [-36.006, 19.865, 28.205], [-38.820, 19.210, 27.934], [-42.111, 15.878, 28.786], [-41.538, 16.497, 29.984], [-43.031, 16.417, 28.490], [-42.493, 14.968, 28.857], [-41.748, 15.959, 27.781], [-40.783, 17.247, 29.667], [-38.815, 15.605, 26.828], [-39.129, 17.031, 26.680], [-38.841, 15.010, 25.868], [-39.429, 15.255, 27.647], [-37.753, 15.610, 27.469], [-39.449, 17.377, 27.515], [-42.074, 19.959, 26.697], [-41.866, 18.646, 27.113], [-42.050, 20.571, 27.721], [-42.915, 20.201, 25.988], [-41.254, 20.216, 26.066], [-41.033, 18.682, 27.543], [-37.906, 16.675, 31.141], [-37.545, 17.316, 29.851], [-38.895, 16.653, 31.086], [-37.692, 17.526, 32.106], [-37.483, 15.644, 31.355], [-38.209, 17.848, 29.271], [-37.146, 20.479, 31.218], [-37.805, 21.414, 30.302], [-37.920, 19.756, 31.692], [-36.492, 21.198, 31.782], [-36.453, 19.792, 30.586], [-38.029, 20.969, 29.546], [-41.085, 20.491, 31.488], [-41.873, 19.673, 30.707], [-41.640, 20.678, 32.226], [-40.562, 21.348, 31.102], [-40.119, 19.927, 32.004], [-41.340, 19.112, 30.156]],
  "charge": -1,
  "gap_ev": 9.57,
  "lumo_ev": 3.40,
  "homo_ev": -6.1705
}


Record 3
{
  "formula": "C15H7Cl5NOPtS4",
  "method": "ωB97M-V with the def2-TZVPD basis set",
  "elements": ["Pt", "S", "C", "N", "C", "C", "C", "C", "C", "C", "S", "H", "H", "H", "H", "C", "O", "C", "S", "S", "H", "H", "H", "Cl", "C", "C", "C", "Cl", "C", "Cl", "C", "Cl", "C", "Cl"],
  "xyz": [[-0.618, 0.257, -0.506], [-2.912, 0.568, 1.569], [-1.692, -0.391, 2.163], [-0.595, -0.662, 1.428], [0.319, -1.416, 2.081], [1.578, -1.825, 1.601], [2.364, -2.590, 2.416], [1.939, -2.962, 3.712], [0.724, -2.567, 4.209], [-0.092, -1.784, 3.391], [-1.633, -1.123, 3.738], [1.901, -1.527, 0.616], [3.335, -2.920, 2.076], [2.596, -3.567, 4.322], [0.407, -2.844, 5.205], [-2.031, -2.632, -4.362], [-0.781, -2.426, -3.661], [-0.734, -1.581, -2.688], [0.721, -1.352, -1.836], [-2.092, -0.691, -2.111], [-1.823, -3.421, -5.074], [-2.315, -1.714, -4.874], [-2.799, -2.938, -3.654], [-2.662, 2.758, -1.301], [-1.017, 3.205, -1.053], [-0.089, 2.215, -0.736], [1.240, 2.593, -0.554], [2.381, 1.386, -0.089], [1.653, 3.913, -0.684], [3.287, 4.349, -0.440], [0.701, 4.892, -1.001], [1.180, 6.520, -1.154], [-0.641, 4.538, -1.186], [-1.799, 5.737, -1.562]],
  "multiplicity": 5,
  "s2": 6.0501,
  "charge": 1,
  "gap_ev": [8.25, 5.10],
  "lumo_ev": [-3.24, -6.61],
  "homo_ev": [-11.4983, -11.7083]
}


The ΔE to the lowest compared entry with this formula, charge and spin results, record by record, are as follows: 1.276, 4.733, 0.000 eV.
The DFT total energy results, record by record, are as follows: -323.7229, -885.7843, -4718.5126 hartree.